# 1
Computed, not measured: a molecular structure, C13H40LiN14O16, with wB97M-V/def2-TZVPD.

LUMO: 0.30 eV
E_HOMO: -6.4 eV
Total energy: -67966.022 eV
Gap between HOMO and LUMO: 0.2457 Eh
Net charge: -1

Each line ends with the Löwdin charge.
Element x y z (Å)
Li -15.156 -23.021 -0.380  0.78
C -17.648 -19.909 -1.365  -0.01
C -18.945 -20.118 -1.860  -0.26
C -19.770 -21.400 -1.617  -0.32
O -20.989 -21.531 -2.008  -0.04
C -19.190 -22.504 -1.094  0.00
C -17.779 -22.441 -0.786  -0.28
C -17.006 -20.967 -0.749  -0.33
O -15.923 -20.918 -0.126  -0.11
O -17.112 -23.448 -0.444  -0.16
O -19.424 -19.166 -2.603  -0.07
H -17.136 -18.967 -1.493  0.09
H -19.568 -23.499 -0.912  0.09
O -21.251 -20.638 -4.867  -0.06
H -20.535 -21.236 -5.091  0.01
H -21.212 -20.570 -3.912  -0.03
O -19.826 -22.966 -4.495  -0.06
H -20.492 -22.969 -3.804  0.02
H -19.553 -23.885 -4.571  -0.01
O -21.550 -24.926 -1.463  -0.05
H -20.640 -25.168 -1.635  -0.02
H -21.614 -24.898 -0.506  0.00
O -15.310 -20.055 2.638  -0.06
H -15.843 -19.732 1.909  0.01
H -15.243 -20.998 2.485  0.02
O -15.075 -25.198 -0.427  -0.08
H -16.002 -25.413 -0.541  0.00
H -14.605 -25.905 -0.872  0.06
C -21.787 -16.970 -4.561  -0.78
O -22.157 -15.943 -5.119  0.02
N -22.409 -17.676 -3.638  0.17
N -20.651 -17.548 -4.827  0.16
H -23.213 -17.217 -3.235  0.12
H -22.224 -18.665 -3.568  0.08
H -20.325 -18.385 -4.366  0.06
H -20.028 -16.857 -5.219  0.08
C -18.853 -26.254 -3.281  -0.69
O -19.524 -25.590 -4.057  0.06
N -18.116 -25.822 -2.272  0.18
N -18.544 -27.540 -3.432  0.15
H -17.833 -26.604 -1.703  0.09
H -18.184 -24.872 -1.933  0.08
H -17.874 -27.938 -2.793  0.10
H -18.940 -28.102 -4.170  0.12
C -17.465 -16.438 -4.998  -0.75
O -16.686 -16.073 -5.896  -0.01
N -18.486 -15.753 -4.543  0.16
N -17.319 -17.603 -4.414  0.18
H -19.141 -16.103 -3.859  0.07
H -18.774 -14.874 -4.947  0.13
H -18.031 -18.013 -3.826  0.06
H -16.548 -18.195 -4.681  0.12
C -19.848 -26.477 1.633  -0.70
O -20.872 -26.070 1.061  0.02
N -19.945 -27.542 2.408  0.15
N -18.625 -25.948 1.499  0.18
H -20.866 -27.951 2.438  0.12
H -19.254 -27.800 3.096  0.10
H -18.409 -25.299 0.757  0.08
H -17.895 -26.277 2.113  0.10
C -24.919 -20.660 -1.173  -0.78
O -26.092 -20.353 -1.201  0.02
N -24.353 -21.369 -0.205  0.16
N -24.091 -20.459 -2.158  0.18
H -23.416 -21.691 -0.398  0.09
H -24.888 -21.960 0.413  0.11
H -23.144 -20.798 -2.085  0.07
H -24.437 -19.942 -2.952  0.12
C -13.643 -17.749 -0.409  -0.75
O -12.676 -17.038 -0.138  0.00
N -14.708 -17.310 -1.048  0.17
N -13.721 -19.023 -0.066  0.16
H -14.687 -16.357 -1.377  0.12
H -15.588 -17.781 -0.900  0.07
H -14.469 -19.569 -0.470  0.06
H -13.183 -19.306 0.738  0.11
C -19.508 -15.910 -0.605  -0.71
O -19.217 -14.905 0.089  -0.04
N -20.478 -15.840 -1.553  0.17
N -18.877 -17.027 -0.394  0.18
H -20.788 -16.641 -2.085  0.06
H -20.914 -14.969 -1.814  0.11
H -18.216 -17.088 0.365  0.12
H -19.060 -17.664 -1.156  0.06

---

# 2
Computed, not measured: 5 unconnected molecules or ions with the total composition C13H40N5O5, with wB97M-V/def2-TZVPD.

LUMO (spin up / spin down): 0.58 / 0.46 eV
E_HOMO (spin up / spin down): -1.6 / -9.1 eV
Total energy: -31810.301 eV
Spin multiplicity: 2
<S²>: 0.7504
Gap between HOMO and LUMO (spin up / spin down): 0.0793 / 0.3513 Eh

Each line ends with the Löwdin charge.
Element x y z (Å)
O -0.399 -0.906 -0.838  0.21
H -0.826 -0.950 -1.697  0.05
H -0.647 -0.152 -0.299  0.07
H 0.557 -0.995 -0.828  0.09
C 3.345 -0.052 -1.861  -0.83
O 2.192 -0.484 -1.690  -0.04
N 3.684 0.732 -2.868  0.11
N 4.260 -0.135 -0.904  0.12
H 3.076 0.877 -3.661  0.05
H 4.611 1.132 -2.903  0.03
H 3.915 -0.563 -0.057  0.09
H 5.197 -0.011 -1.260  0.06
C 0.389 2.902 -0.832  -0.10
C 0.210 2.341 0.551  -0.40
C 0.034 3.342 1.728  -0.16
O -0.238 2.437 2.803  -0.22
C 0.187 2.941 3.965  -0.16
N -1.067 1.650 0.418  0.03
H 1.411 3.278 -0.878  0.06
H -0.150 3.838 -0.978  0.07
H -0.012 2.413 -1.720  0.06
H 0.944 1.578 0.809  0.13
H -0.665 4.162 1.564  0.13
H 0.977 3.868 1.883  0.12
H -0.120 3.984 4.036  0.09
H 1.275 2.897 3.916  0.10
H -0.312 2.455 4.804  0.09
H -1.771 2.256 0.021  0.09
H -1.390 1.617 1.375  0.07
C -3.467 -0.654 -2.126  -0.04
C -2.839 -1.613 -3.177  -0.41
C -1.779 -0.764 -3.995  -0.21
O -0.634 -0.351 -3.236  -0.22
C -0.007 0.737 -4.019  -0.10
N -2.022 -2.595 -2.527  0.04
H -4.094 -1.126 -1.369  0.08
H -4.145 0.032 -2.634  0.08
H -2.660 -0.071 -1.683  0.06
H -3.565 -2.055 -3.860  0.13
H -2.312 0.064 -4.464  0.11
H -1.522 -1.246 -4.938  0.12
H 0.980 1.053 -3.680  0.04
H -0.678 1.567 -3.798  0.07
H 0.056 0.650 -5.104  0.08
H -1.602 -3.159 -3.252  0.09
H -2.771 -3.190 -2.203  0.09
C -1.053 -2.998 3.387  -0.05
C 0.008 -1.830 3.676  -0.33
C 0.409 -1.059 2.319  -0.20
O 1.017 -1.646 1.206  -0.20
C 1.973 -2.579 1.665  -0.12
N -0.618 -0.905 4.696  0.01
H -0.814 -3.824 2.717  0.07
H -1.937 -2.571 2.913  0.07
H -1.502 -3.306 4.331  0.06
H 0.831 -2.177 4.301  0.11
H 0.951 -0.146 2.568  0.11
H -0.531 -0.705 1.895  0.10
H 1.515 -3.503 2.015  0.08
H 2.661 -2.185 2.413  0.09
H 2.665 -2.905 0.888  0.09
H -0.155 -0.049 4.967  0.05
H -1.022 -1.343 5.511  0.06

---

# 3
Computed, not measured: 5 unconnected molecules or ions with the total composition C13H40N5O5, with wB97M-V/def2-TZVPD.

ΔE to the lowest compared entry with this formula, charge and spin: 5.932 eV
LUMO: -4.77 eV
E_HOMO: -10.9 eV
Total energy: -31805.350 eV
Gap between HOMO and LUMO: 0.2259 Eh
Net charge: +1

Each line ends with the Löwdin charge.
Element x y z (Å)
O 0.087 -0.394 1.319  0.41
H -0.763 -0.783 1.100  0.20
H 0.787 -0.921 0.927  0.19
H 0.244 0.470 0.931  0.20
C -6.555 -2.165 4.932  -0.81
O -5.471 -1.768 4.617  0.04
N -7.202 -2.980 4.112  0.14
N -7.293 -1.848 5.931  0.18
H -6.788 -3.087 3.198  0.12
H -8.132 -3.295 4.352  0.10
H -8.207 -2.261 5.810  0.11
H -7.096 -1.372 6.800  0.13
C -3.815 -1.616 -3.622  -0.07
C -5.054 -0.888 -3.171  -0.52
C -6.474 -1.620 -3.293  -0.11
O -7.604 -0.793 -2.802  -0.21
C -8.034 0.350 -3.581  -0.10
N -4.864 -0.387 -1.927  0.03
H -3.728 -2.494 -2.982  0.08
H -2.913 -1.004 -3.634  0.07
H -3.995 -1.893 -4.661  0.08
H -5.079 -0.020 -3.830  0.13
H -6.406 -2.497 -2.648  0.12
H -6.774 -1.952 -4.287  0.12
H -9.007 0.773 -3.330  0.08
H -8.172 0.183 -4.649  0.08
H -7.333 1.180 -3.494  0.07
H -5.078 0.599 -1.974  0.08
H -5.596 -0.694 -1.302  0.08
C 5.403 -3.379 4.214  -0.05
C 6.136 -3.427 2.830  -0.41
C 7.354 -4.301 2.596  -0.25
O 7.948 -3.751 1.455  -0.18
C 9.358 -4.274 1.242  -0.04
N 5.153 -3.720 1.809  0.00
H 5.035 -4.323 4.617  0.07
H 4.514 -2.749 4.216  0.06
H 6.027 -2.911 4.974  0.07
H 6.446 -2.415 2.569  0.13
H 7.156 -5.366 2.480  0.13
H 7.927 -4.238 3.521  0.12
H 9.621 -4.023 0.215  0.08
H 9.481 -5.337 1.447  0.08
H 10.201 -3.753 1.697  0.08
H 5.560 -3.828 0.891  0.06
H 4.720 -4.630 1.737  0.07
C 2.532 5.447 0.257  -0.06
C 1.538 5.729 -0.831  -0.44
C 2.048 6.651 -1.990  -0.20
O 3.225 6.111 -2.602  -0.20
C 3.359 6.383 -4.050  -0.05
N 1.084 4.491 -1.441  0.01
H 3.362 6.151 0.208  0.08
H 2.928 4.439 0.133  0.07
H 1.949 5.475 1.177  0.07
H 0.614 6.103 -0.388  0.13
H 2.194 7.675 -1.648  0.12
H 1.195 6.744 -2.662  0.11
H 2.591 5.745 -4.487  0.08
H 4.359 6.078 -4.359  0.09
H 3.200 7.403 -4.401  0.08
H 0.334 4.661 -2.096  0.06
H 1.765 4.317 -2.168  0.06